# 1
Here is a 8-piece molecular cluster, C27H54B2F8N7O5 overall at a distorted geometry from the OMol25 dataset. Energies are from ωB97M-V with the def2-TZVPD basis set.

```
103
Properties=species:S:1:pos:R:3:lowdin_charge:R:1
C 3.055 1.324 -4.743 0.058
C 2.048 0.935 -3.653 -0.357
O 1.082 1.562 -3.369 0.141
N 2.397 -0.333 -2.839 0.108
H 1.699 -1.040 -3.094 0.172
H 3.254 -0.747 -3.220 0.178
C 2.515 -0.035 -1.370 0.033
H 2.614 2.085 -5.384 0.105
H 3.188 0.463 -5.401 0.107
H 3.956 1.733 -4.288 0.120
H 1.743 0.663 -1.052 0.089
H 3.407 0.555 -1.152 0.127
H 2.511 -0.922 -0.746 0.098
C -3.081 0.794 -2.436 0.063
C -2.078 0.004 -3.215 -0.367
O -0.997 -0.383 -2.869 0.131
N -2.365 -0.142 -4.707 0.083
H -2.936 0.616 -5.100 0.197
H -1.425 0.127 -5.019 0.173
C -2.757 -1.528 -5.173 0.058
H -4.046 0.660 -2.933 0.109
H -2.862 1.855 -2.318 0.109
H -3.209 0.388 -1.433 0.105
H -2.072 -2.295 -4.835 0.104
H -2.849 -1.441 -6.254 0.122
H -3.751 -1.734 -4.777 0.120
C -4.458 -0.074 1.836 0.016
C -5.074 0.157 3.182 -0.404
O -6.232 0.206 3.369 0.232
N -4.068 0.305 4.285 0.099
H -3.616 -0.596 4.438 0.183
H -3.315 0.978 4.038 0.130
C -4.681 0.916 5.524 0.036
H -3.865 0.770 1.472 0.091
H -5.219 -0.281 1.088 0.098
H -3.732 -0.892 1.865 0.085
H -5.622 0.485 5.857 0.114
H -4.859 1.945 5.217 0.108
H -3.998 0.856 6.366 0.110
C -0.464 3.713 -1.236 0.023
C -0.772 4.991 -1.959 -0.394
O -1.783 5.581 -1.842 0.227
N 0.304 5.661 -2.819 0.105
H 0.559 6.622 -2.561 0.205
H 1.169 5.133 -2.681 0.167
C -0.083 5.520 -4.282 0.045
H 0.479 3.676 -0.687 0.092
H -0.425 2.976 -2.047 0.066
H -1.220 3.491 -0.490 0.107
H -1.110 5.830 -4.459 0.116
H -0.064 4.452 -4.492 0.091
H 0.634 6.116 -4.840 0.120
C 2.320 3.389 2.311 0.030
C 1.298 3.594 3.375 -0.412
O 0.902 4.638 3.734 0.226
N 0.716 2.364 4.025 0.097
H -0.220 2.659 4.369 0.127
H 0.504 1.604 3.351 0.124
C 1.618 1.782 5.113 0.067
H 2.536 4.355 1.863 0.103
H 1.858 2.752 1.555 0.056
H 3.248 2.953 2.681 0.103
H 1.087 0.943 5.545 0.100
H 1.809 2.636 5.756 0.124
H 2.522 1.437 4.617 0.096
C 0.799 -3.181 4.587 0.069
N 0.928 -3.645 3.178 -0.061
C 1.821 -4.603 2.890 0.047
C 2.145 -4.871 1.568 0.052
C 1.557 -4.205 0.513 -0.118
C 0.663 -3.151 0.829 0.060
C 0.359 -2.947 2.161 0.028
C 1.970 -4.591 -0.873 -0.129
C 3.324 -4.569 -1.190 0.047
C 3.731 -4.884 -2.478 0.011
N 2.856 -5.341 -3.381 -0.082
C 1.522 -5.411 -3.068 0.046
C 1.052 -4.855 -1.889 0.051
C 3.362 -5.923 -4.650 0.065
H 0.075 -3.807 5.104 0.127
H 0.545 -2.126 4.634 0.102
H 1.794 -3.285 5.013 0.117
H 2.130 -5.143 3.777 0.169
H 2.830 -5.709 1.509 0.153
H 0.028 -2.638 0.120 0.122
H -0.277 -2.182 2.587 0.134
H 4.082 -4.232 -0.496 0.146
H 4.793 -4.977 -2.675 0.166
H 0.942 -5.867 -3.858 0.156
H -0.025 -4.827 -1.790 0.141
H 4.170 -5.236 -4.905 0.112
H 2.631 -5.908 -5.452 0.115
H 3.748 -6.911 -4.407 0.133
B 0.046 0.423 1.251 -1.307
F 1.383 0.084 1.420 0.130
F -0.585 -0.288 0.203 0.088
F -0.685 0.192 2.443 0.096
F -0.026 1.788 0.922 0.107
B -2.272 3.209 5.098 -1.257
F -1.947 2.279 6.104 0.117
F -2.403 2.539 3.830 0.059
F -3.503 3.830 5.366 0.133
F -1.291 4.159 4.944 0.163
```

## Properties
Net charge = +5
DFT total energy = -72595.67433 eV
M = 730.4 g mol⁻¹
Gap between HOMO and LUMO = 6.8951 eV


# 2
Here is an isolated molecule of C27H54BNO2S2 at a distorted geometry from the OMol25 dataset. Energies are from ωB97M-V with the def2-TZVPD basis set.

```
87
Properties=species:S:1:pos:R:3:lowdin_charge:R:1
C 6.352 -0.198 1.161 -0.113
C 6.461 1.112 0.368 -0.259
C 5.536 2.206 0.914 -0.227
C 4.072 1.994 0.528 -0.224
C 3.785 2.102 -0.968 -0.209
C 2.293 2.286 -1.302 -0.202
C 2.025 3.538 -2.146 -0.221
C 0.702 3.519 -2.905 -0.209
C -0.504 3.903 -2.037 -0.214
C -1.747 3.083 -2.358 -0.218
C -3.023 3.578 -1.682 -0.207
C -2.916 3.801 -0.161 -0.213
C -4.055 3.146 0.620 -0.205
C -4.073 1.616 0.480 -0.211
C -3.564 0.874 1.713 -0.207
C -2.045 1.065 1.924 -0.124
B -1.235 -0.187 2.428 -0.329
C -1.944 -1.320 3.282 -0.110
C -2.441 -2.540 2.499 -0.212
C -3.381 -3.435 3.298 -0.261
O -2.696 -4.313 4.188 -0.067
C 0.317 -0.231 2.082 -0.148
C 0.881 -1.588 1.623 -0.254
C 0.908 -1.681 0.100 -0.421
S -0.700 -1.141 -0.573 0.910
C -0.689 -2.021 -2.129 -1.098
S -0.385 -1.173 -3.488 0.670
N -0.993 -3.357 -2.136 -0.137
C -1.185 -4.006 -0.825 -0.172
C -1.608 -5.483 -0.968 -0.173
O -1.317 -6.019 -2.241 -0.115
C -0.041 -5.582 -2.635 -0.198
C -0.120 -4.131 -3.068 -0.157
H 6.111 -0.017 2.211 0.069
H 7.302 -0.735 1.146 0.065
H 5.612 -0.879 0.740 0.063
H 7.495 1.458 0.384 0.100
H 6.185 0.901 -0.667 0.093
H 5.873 3.194 0.589 0.108
H 5.586 2.152 2.006 0.102
H 3.449 2.720 1.060 0.111
H 3.769 1.006 0.894 0.105
H 4.376 2.914 -1.402 0.111
H 4.115 1.179 -1.453 0.104
H 1.737 2.363 -0.362 0.098
H 1.910 1.418 -1.844 0.103
H 2.836 3.636 -2.875 0.106
H 2.068 4.432 -1.514 0.118
H 0.790 4.241 -3.722 0.108
H 0.537 2.540 -3.363 0.104
H -0.756 4.958 -2.188 0.119
H -0.232 3.801 -0.983 0.097
H -1.888 3.148 -3.443 0.115
H -1.576 2.021 -2.147 0.102
H -3.823 2.854 -1.861 0.101
H -3.342 4.499 -2.179 0.109
H -1.950 3.454 0.211 0.087
H -2.939 4.875 0.049 0.109
H -3.972 3.432 1.673 0.108
H -4.991 3.565 0.240 0.108
H -5.080 1.269 0.232 0.109
H -3.441 1.339 -0.372 0.100
H -4.090 1.290 2.578 0.113
H -3.818 -0.184 1.623 0.094
H -1.589 1.343 0.966 0.078
H -1.842 1.900 2.607 0.126
H -1.281 -1.645 4.093 0.117
H -2.823 -0.873 3.758 0.104
H -1.608 -3.176 2.179 0.091
H -2.954 -2.243 1.581 0.096
H -4.010 -4.018 2.614 0.112
H -4.036 -2.838 3.933 0.120
H -2.012 -4.774 3.692 0.077
H 0.505 0.501 1.289 0.080
H 0.853 0.135 2.965 0.119
H 1.911 -1.704 1.973 0.112
H 0.323 -2.423 2.049 0.090
H 1.675 -1.027 -0.319 0.078
H 1.154 -2.693 -0.226 0.075
H -0.307 -3.911 -0.179 0.094
H -2.001 -3.494 -0.324 0.092
H -2.684 -5.581 -0.847 0.125
H -1.097 -6.072 -0.196 0.124
H 0.678 -5.704 -1.812 0.128
H 0.304 -6.187 -3.472 0.131
H 0.882 -3.695 -3.108 0.112
H -0.565 -4.080 -4.060 0.112
```

## Properties
ΔE to the lowest compared entry with this formula, charge and spin = 0.0 kcal/mol
DFT total energy = -56806.12014 eV
SMILES = CCCCCCCCCCCCCCCCB(CCCO)CCCSC(=S)N1CCOCC1
M = 499.7 g mol⁻¹
Gap between HOMO and LUMO = 8.2962 eV